Record 1
DFT (the ωB97M-V functional and the def2-TZVPD basis) results for C3H4O3Sm as an isolated structure.

Each line ends with the Mulliken charge.
CARTESIAN COORDINATES (ANGSTROEM)
C (-2.912, 0.208, 1.296)  -0.882
C (-2.573, -0.152, -0.053)  0.268
O (-1.345, -0.132, -0.393)  -0.568
C (0.518, 0.650, 0.695)  0.895
O (0.128, 0.765, 1.819)  -0.354
O (1.270, 0.127, -0.060)  -0.497
H (-3.134, -0.679, 1.904)  0.344
H (-3.271, -0.547, -0.806)  0.369
H (-3.773, 0.890, 1.311)  0.326
Sm (0.646, -1.570, -2.149)  1.849
H (-1.740, 0.529, 1.850)  0.251

The value obtained for the energy is -27203.527 eV. The calculation puts the relative energy (zero: lowest compared OMol25 entry of this formula, charge and spin) at 225.3 kJ/mol. Its HOMO-LUMO gap (alpha / beta) is 8.6 / 8.8 eV. As for the charge: +2. The spin multiplicity is 7.

***

Record 2
DFT (the ωB97M-V functional and the def2-TZVPD basis) results for a 11-piece molecular cluster, C34H60F6O30P overall.

Each line ends with the Mulliken charge.
CARTESIAN COORDINATES (ANGSTROEM)
P (10.092, 11.978, -16.028)  2.210
F (8.596, 12.593, -16.004)  -0.499
F (10.528, 13.187, -14.960)  -0.560
F (9.708, 11.118, -14.708)  -0.555
F (11.620, 11.442, -16.010)  -0.428
F (9.680, 10.757, -16.997)  -0.348
F (10.494, 13.040, -17.172)  -0.482
C (7.967, 14.982, -18.360)  -1.518
C (9.229, 14.819, -19.205)  2.647
C (9.236, 13.619, -20.157)  -0.193
O (8.704, 14.171, -21.354)  -0.405
C (9.077, 15.478, -21.387)  0.550
O (9.167, 16.157, -22.366)  -0.591
O (9.363, 15.906, -20.163)  -0.463
H (7.066, 14.452, -18.675)  0.296
H (7.659, 16.029, -18.332)  0.379
H (8.218, 14.651, -17.353)  0.262
H (10.068, 14.875, -18.524)  -1.240
H (8.625, 12.773, -19.846)  0.251
H (10.249, 13.239, -20.313)  0.137
C (6.656, 9.513, -11.588)  -1.703
C (7.758, 8.958, -12.483)  2.228
C (8.734, 7.984, -11.793)  -0.129
O (8.594, 6.756, -12.499)  -0.372
C (7.668, 6.880, -13.463)  0.519
O (7.344, 6.032, -14.225)  -0.553
O (7.198, 8.138, -13.485)  -0.340
H (7.017, 10.014, -10.692)  0.191
H (6.002, 8.702, -11.259)  0.431
H (6.110, 10.206, -12.229)  0.352
H (8.303, 9.856, -12.787)  -0.872
H (8.563, 7.760, -10.740)  0.265
H (9.770, 8.275, -11.978)  0.119
C (13.574, 10.528, -12.991)  -1.403
C (12.679, 11.202, -11.936)  0.846
C (11.187, 10.835, -11.963)  2.793
O (10.951, 10.248, -10.677)  -0.326
C (12.103, 10.119, -9.998)  0.512
O (12.227, 9.487, -8.997)  -0.605
O (13.102, 10.705, -10.675)  -0.424
H (13.348, 10.901, -13.991)  0.166
H (13.414, 9.451, -12.965)  0.338
H (14.610, 10.794, -12.786)  0.454
H (12.769, 12.286, -12.000)  -0.165
H (11.055, 10.065, -12.724)  -1.348
H (10.552, 11.711, -12.024)  -1.061
C (7.178, 6.660, -18.407)  -1.473
C (6.766, 7.753, -19.384)  0.914
C (7.579, 9.054, -19.108)  0.691
O (7.998, 9.444, -20.409)  -0.343
C (7.861, 8.425, -21.266)  0.435
O (8.260, 8.438, -22.389)  -0.584
O (7.257, 7.367, -20.690)  -0.413
H (7.090, 7.001, -17.370)  0.274
H (8.207, 6.327, -18.525)  0.303
H (6.455, 5.841, -18.421)  0.380
H (5.696, 7.915, -19.292)  0.214
H (8.327, 8.978, -18.327)  -0.132
H (6.742, 9.726, -18.915)  -0.226
C (17.866, 13.711, -13.309)  -0.725
O (16.470, 13.861, -13.422)  -0.276
C (16.002, 14.829, -14.199)  0.555
O (16.705, 15.564, -14.850)  -0.613
O (14.697, 14.883, -14.290)  -0.223
C (13.790, 13.922, -13.778)  -0.784
H (18.432, 14.593, -13.012)  0.296
H (18.286, 13.395, -14.265)  0.317
H (18.062, 12.934, -12.573)  0.234
H (13.514, 13.088, -14.414)  0.228
H (12.933, 14.481, -13.403)  0.285
H (14.154, 13.548, -12.815)  0.687
C (11.634, 10.535, -19.591)  -0.549
O (11.080, 9.269, -19.909)  0.009
C (11.754, 8.356, -20.579)  0.646
O (12.656, 8.586, -21.336)  -0.628
O (11.253, 7.165, -20.293)  -0.223
C (11.889, 6.036, -20.872)  -0.830
H (10.825, 11.247, -19.462)  -0.146
H (12.375, 11.001, -20.241)  0.424
H (12.096, 10.391, -18.612)  0.331
H (11.138, 5.404, -21.338)  0.252
H (12.346, 5.485, -20.047)  0.265
H (12.713, 6.239, -21.552)  0.376
C (11.357, 15.927, -15.993)  -0.214
O (12.739, 15.745, -16.066)  -0.224
C (13.369, 15.778, -17.247)  0.578
O (14.529, 15.961, -17.389)  -0.566
O (12.494, 15.487, -18.234)  -0.119
C (12.991, 15.206, -19.529)  -0.792
H (10.920, 16.908, -16.225)  0.382
H (11.016, 15.870, -14.956)  0.235
H (10.837, 15.161, -16.557)  -0.170
H (13.269, 14.153, -19.560)  0.289
H (13.814, 15.859, -19.820)  0.413
H (12.203, 15.430, -20.247)  0.173
C (10.871, 8.040, -15.596)  -0.192
O (11.706, 7.085, -14.968)  -0.397
C (13.011, 7.314, -14.975)  0.822
O (13.569, 8.220, -15.525)  -0.566
O (13.595, 6.385, -14.224)  -0.391
C (15.024, 6.509, -14.078)  -0.595
H (10.854, 8.932, -14.964)  -0.165
H (9.842, 7.738, -15.772)  0.144
H (11.268, 8.362, -16.560)  0.439
H (15.410, 6.614, -15.095)  0.302
H (15.367, 5.645, -13.527)  0.224
H (15.198, 7.470, -13.590)  0.237
C (8.952, 12.174, -8.966)  -0.921
O (8.651, 12.592, -10.284)  -0.048
C (8.045, 13.784, -10.398)  0.636
O (7.934, 14.621, -9.554)  -0.576
O (7.597, 14.008, -11.632)  -0.423
C (8.179, 13.386, -12.785)  0.341
H (8.919, 11.089, -8.867)  0.260
H (8.254, 12.536, -8.211)  0.431
H (9.958, 12.463, -8.660)  0.298
H (9.218, 13.095, -12.659)  -0.348
H (8.227, 14.198, -13.511)  0.186
H (7.571, 12.599, -13.224)  0.118
C (6.858, 10.227, -16.137)  -0.830
O (5.867, 9.333, -16.617)  -0.110
C (4.646, 9.774, -16.844)  0.620
O (4.226, 10.885, -16.639)  -0.596
O (3.948, 8.785, -17.385)  -0.272
C (2.610, 9.092, -17.782)  -0.797
H (6.931, 10.989, -16.917)  0.639
H (7.743, 9.636, -15.945)  -0.227
H (6.519, 10.813, -15.278)  0.569
H (2.575, 10.018, -18.348)  0.337
H (1.984, 9.145, -16.891)  0.308
H (2.248, 8.262, -18.383)  0.248

The value obtained for the energy is -123259.226 eV. Its HOMO-LUMO gap is 10.6 eV. As for the charge: -1. The spin multiplicity is 1.

***

Record 3
DFT (the ωB97M-V functional and the def2-TZVPD basis) results for C4H9NO2 as an isolated structure.

Each line ends with the Mulliken charge.
CARTESIAN COORDINATES (ANGSTROEM)
C (-1.200, -1.415, -0.043)  -1.442
C (-0.045, -0.523, 0.241)  0.469
C (1.163, -0.599, -0.682)  -0.546
O (2.359, -0.087, -0.166)  -0.567
N (-0.893, 1.145, -0.139)  -0.350
C (-0.197, 1.950, 0.639)  0.003
O (0.729, 1.500, 1.316)  -0.713
H (-2.018, -1.130, 0.622)  0.368
H (-0.943, -2.462, 0.153)  0.389
H (-1.500, -1.281, -1.081)  0.327
H (0.305, -0.644, 1.286)  0.392
H (1.351, -1.664, -0.895)  0.335
H (0.864, -0.121, -1.621)  0.266
H (2.117, 0.700, 0.353)  0.427
H (-1.660, 1.605, -0.678)  0.197
H (-0.431, 3.026, 0.693)  0.447

The value obtained for the energy is -9877.117 eV. The calculation puts the relative energy (zero: lowest compared OMol25 entry of this formula, charge and spin) at 284.0 kJ/mol. Its HOMO-LUMO gap is 10.7 eV. As for the charge: 0. The spin multiplicity is 1.

***

Record 4
DFT (the ωB97M-V functional and the def2-TZVPD basis) results for a 2-piece molecular cluster, C3H10N3 overall.

Each line ends with the Mulliken charge.
CARTESIAN COORDINATES (ANGSTROEM)
C (1.841, -0.435, 0.418)  -0.494
C (1.646, -0.605, -0.881)  -0.656
C (-1.622, -0.259, -0.565)  0.160
N (-0.912, 0.793, -0.683)  -0.554
N (-1.990, -0.953, 0.558)  -0.412
N (-0.209, 1.558, 0.361)  -0.002
H (2.021, -1.208, 1.142)  0.320
H (2.087, 0.558, 1.011)  0.285
H (1.700, 0.173, -1.538)  0.375
H (1.411, -1.575, -1.235)  0.305
H (-2.100, -0.438, -1.586)  0.359
H (-2.314, -1.864, 0.333)  0.270
H (-1.412, -0.761, 1.388)  0.219
H (0.725, 1.034, 0.207)  0.098
H (-0.691, 1.464, 1.213)  0.316
H (-0.181, 2.519, -0.143)  0.411

The value obtained for the energy is -7733.490 eV. The calculation puts the relative energy (zero: lowest compared OMol25 entry of this formula, charge and spin) at 460.7 kJ/mol. Its HOMO-LUMO gap is 10.9 eV. As for the charge: +1. The spin multiplicity is 1.

***

Record 5
DFT (the ωB97M-V functional and the def2-TZVPD basis) results for one molecule with the formula C3H4N4O.

Each line ends with the Mulliken charge.
CARTESIAN COORDINATES (ANGSTROEM)
C (1.189, 1.094, 0.280)  0.120
N (1.772, -0.005, 0.341)  -0.331
N (1.320, -1.042, -0.519)  -0.277
C (0.102, -1.493, -0.265)  0.035
O (-0.870, -1.171, 0.584)  -0.267
C (-1.642, -0.142, 0.238)  0.060
N (-1.440, 1.027, -0.304)  -0.406
N (-0.096, 1.593, -0.325)  -0.180
H (1.344, 1.928, 0.907)  0.326
H (-0.250, -2.238, -1.062)  0.355
H (-2.799, -0.660, -0.115)  0.280
H (-0.126, 2.560, -0.274)  0.284

The value obtained for the energy is -11178.223 eV. The calculation puts the relative energy (zero: lowest compared OMol25 entry of this formula, charge and spin) at 554.4 kJ/mol. Its HOMO-LUMO gap is 9.7 eV. Its SMILES is c1nncocn[nH]1. As for the charge: 0. The spin multiplicity is 1.

***

Record 6
DFT (the ωB97M-V functional and the def2-TZVPD basis) results for a 2-piece molecular cluster, C5H9NO overall.

Each line ends with the Mulliken charge.
CARTESIAN COORDINATES (ANGSTROEM)
N (-3.079, 1.136, 1.417)  -0.434
C (-2.092, 0.740, 0.960)  -0.065
C (-0.898, 0.183, 0.330)  0.639
C (0.525, 0.743, 0.549)  -1.035
C (1.024, -0.703, 0.271)  -0.414
C (-0.344, -1.180, 0.796)  -0.678
H (-1.084, 0.140, -0.750)  0.105
H (0.690, 0.991, 1.601)  0.299
H (0.835, 1.612, -0.046)  0.365
H (1.108, -0.908, -0.800)  0.301
H (1.934, -1.043, 0.769)  0.357
H (-0.337, -1.223, 1.889)  0.275
H (-0.803, -2.083, 0.389)  0.337
O (1.163, 0.368, -2.612)  -0.676
H (1.097, 0.919, -1.823)  0.315
H (0.259, 0.307, -2.941)  0.311

The value obtained for the energy is -8867.318 eV. The calculation puts the relative energy (zero: lowest compared OMol25 entry of this formula, charge and spin) at 182.8 kJ/mol. Its HOMO-LUMO gap is 12.0 eV. Its SMILES is N#CC1CCC1.O. As for the charge: 0. The spin multiplicity is 1.